No. 1
Below is a single CH5N3S2 molecule, with properties calculated with ωB97M-V with the def2-TZVPD basis set.

```
11
Properties=species:S:1:pos:R:3:mulliken_charge:R:1
C 0.77221 -0.26624 0.78485 0.489
H -1.08761 1.33058 -1.14607 0.100
H 0.92422 1.73867 1.40782 0.278
H 1.84978 -0.21424 2.47419 0.208
H 0.52351 -1.94013 0.21350 0.351
H -1.44639 -0.32497 -1.48960 0.090
N 0.46905 1.12994 0.64970 -0.247
N 1.41962 -0.91441 1.65932 -0.664
N 0.16496 -1.09089 -0.14411 -0.327
S 0.25832 1.65554 -0.95667 -0.150
S -1.49409 -1.20960 -0.37604 -0.128
```

Summary:
- SMILES = N=C(NS)NS
- largest force on an atom (eV/Å) = 5.198
- energy above the lowest of the compared OMol25 structures with the same formula, charge and spin (kcal per mole) = 30.6

No. 2
Below is 7 unconnected molecules or ions with the total composition C47H73FN10O2P2S3, with properties calculated with ωB97M-V with the def2-TZVPD basis set.

```
138
Properties=species:S:1:pos:R:3:mulliken_charge:R:1
C 2.01229 -5.37282 -2.25947 -0.113
C 1.45981 -4.53974 -1.55379 -0.807
C 0.90812 -3.42835 -0.59028 0.148
C -0.11449 -2.42353 -1.33032 -0.362
C 0.17668 -0.96970 -0.72874 -0.954
C -1.10625 -0.11293 -0.45553 -0.242
C -2.01992 -0.45053 0.71941 0.107
S -1.49159 -1.94412 1.68393 -0.205
C -3.24452 0.36241 1.03417 0.059
P -4.34993 -0.00455 2.47475 0.903
N -3.80909 -1.00546 3.55058 -0.755
O -5.80583 -0.58549 1.83146 -0.538
O -4.56596 1.48667 3.28386 -0.498
C -3.59238 1.53987 0.12362 0.058
C -4.90772 2.42215 0.35019 -0.215
C -5.83030 2.47027 -0.97800 -1.230
C -4.57937 3.88676 0.91567 0.331
C -5.66537 4.29800 2.03114 -1.383
C -2.71262 1.93419 -1.05042 -0.039
C -1.51173 1.05545 -1.29056 0.127
S -0.42524 1.42198 -2.74433 -0.420
C -0.50062 3.26860 -2.74162 0.121
C 0.67955 4.07899 -3.15399 0.740
S 2.17653 3.12984 -3.64978 -0.288
C 0.61098 5.58906 -3.12799 -0.689
N 1.79978 6.32561 -3.51283 -0.170
C 2.61977 6.70845 -2.31711 -0.317
C 3.08281 5.47330 -1.44313 -0.753
C -0.68380 6.18226 -2.70464 0.129
F -0.78256 7.57710 -2.71490 -0.377
C -1.88662 5.35942 -2.28678 0.345
P -3.41212 6.34934 -1.82161 0.235
N -4.55246 5.95550 -2.89234 -0.656
C -1.82729 3.83943 -2.29063 -0.372
N -2.99435 3.05588 -1.92641 0.058
H 2.76192 -6.12789 -2.61793 0.406
H 0.37232 -3.86807 0.30730 0.260
H 1.81512 -2.88636 -0.18076 0.084
H 0.15033 -2.47168 -2.43713 0.370
H -1.17946 -2.75090 -1.16356 0.382
H 0.69710 -1.12390 0.27365 0.168
H 0.94079 -0.47958 -1.39664 0.490
H -0.36753 -1.51967 2.36010 0.184
H -4.41696 -1.82426 3.64574 0.198
H -6.43532 -0.66923 2.57688 0.329
H -3.69148 1.91882 3.19239 0.354
H -5.59313 1.95514 1.13042 0.755
H -6.89513 2.61859 -0.60150 0.353
H -5.74766 1.50670 -1.56190 0.314
H -5.61374 3.38512 -1.61662 0.356
H -4.77721 4.60638 0.05253 -0.544
H -3.54230 3.98957 1.34482 0.569
H -6.63744 4.47402 1.48593 0.324
H -5.38581 5.23906 2.58706 0.374
H -5.83089 3.48973 2.79844 0.279
H 2.85291 3.86456 -4.60710 0.211
H 1.56336 7.16534 -4.05689 0.346
H 2.07262 7.42446 -1.61544 0.230
H 3.56366 7.22738 -2.67753 0.378
H 3.82446 4.79804 -1.96282 0.189
H 3.61220 5.86212 -0.51926 0.332
H 2.21069 4.85119 -1.07450 0.256
H -3.11485 7.74505 -1.96492 0.046
H -3.78578 6.11094 -0.46619 0.082
H -4.75740 6.85565 -3.35824 0.204
H -3.61841 3.71153 -1.44601 -0.303
C 3.31323 6.68958 3.95553 -1.126
C 2.75218 5.27126 3.93228 -0.591
C 3.79602 4.22244 3.53904 -0.024
C 4.31257 4.50278 2.16950 0.280
N 4.70248 4.71978 1.10460 -0.518
H 3.65872 7.00212 2.96718 0.297
H 2.54297 7.39801 4.26848 0.342
H 4.15124 6.76827 4.65389 0.291
H 1.91023 5.23454 3.23469 0.299
H 2.35960 5.02800 4.92310 0.358
H 3.35111 3.22557 3.54886 0.047
H 4.63015 4.22912 4.24536 0.376
C 5.25834 -0.88609 1.21910 -0.933
C 6.14929 0.19488 1.82210 -0.565
C 5.91981 0.40279 3.32252 -0.374
C 4.51082 0.82265 3.57447 0.265
N 3.42176 1.15279 3.76955 -0.594
H 4.19976 -0.62672 1.29753 0.223
H 5.48387 -1.01150 0.15741 0.408
H 5.41378 -1.84759 1.71505 0.252
H 5.97360 1.13478 1.28967 0.293
H 7.19557 -0.07721 1.65892 0.365
H 6.59278 1.17682 3.69848 0.289
H 6.11997 -0.51843 3.87487 0.349
C 3.31654 -7.22027 2.97997 -1.359
C 2.54450 -6.70142 1.77052 0.361
C 3.37319 -5.76763 0.88866 1.136
C 3.80497 -4.57240 1.67168 -0.017
N 4.13930 -3.64545 2.27491 -0.491
H 3.61560 -6.40780 3.64702 0.393
H 2.69521 -7.90493 3.56213 0.388
H 4.21643 -7.75888 2.66865 0.253
H 1.64669 -6.18117 2.12057 0.300
H 2.21105 -7.54975 1.17206 -0.501
H 2.78077 -5.43672 0.03254 -1.045
H 4.25794 -6.28337 0.50866 0.501
C -1.01630 -8.29887 -2.17814 -1.030
C -0.48802 -9.69155 -1.84775 -0.528
C 0.32832 -9.72679 -0.55325 -0.079
C 1.51234 -8.82917 -0.67500 0.354
N 2.42820 -8.13164 -0.76929 -0.564
H -0.20298 -7.58804 -2.34564 0.220
H -1.61510 -8.32664 -3.09091 0.350
H -1.64623 -7.91663 -1.36984 0.284
H 0.12510 -10.04555 -2.68164 0.314
H -1.33209 -10.37978 -1.75481 0.346
H 0.67278 -10.74432 -0.35238 0.100
H -0.28136 -9.40202 0.29388 0.332
C -5.80111 10.30214 -3.94898 -0.871
C -7.18825 9.88718 -4.42762 -0.447
C -8.11628 9.47808 -3.28078 -0.454
C -7.54048 8.31109 -2.55058 0.251
N -7.09498 7.40631 -1.98817 -0.364
H -5.28228 9.47695 -3.45488 0.101
H -5.18444 10.61236 -4.79511 0.326
H -5.86225 11.13929 -3.24793 0.315
H -7.08654 9.05877 -5.13464 0.291
H -7.64072 10.72041 -4.97203 0.313
H -9.09823 9.20339 -3.67160 0.280
H -8.24980 10.30648 -2.58094 0.277
C 4.26271 -10.83954 1.94739 -1.012
C 4.94867 -12.14705 1.56418 -0.583
C 4.53888 -12.64990 0.17739 -0.375
C 3.06904 -12.90203 0.14037 0.272
N 1.93112 -13.09386 0.11170 -0.498
H 3.17770 -10.95594 2.00563 0.316
H 4.60560 -10.50423 2.92846 0.391
H 4.48581 -10.05202 1.22178 0.258
H 4.71387 -12.90509 2.31708 0.315
H 6.03170 -11.99975 1.58367 0.333
H 5.06443 -13.57798 -0.05710 0.303
H 4.79388 -11.91333 -0.58832 0.278
```

Summary:
- SMILES = C#CCCCc1c(S)c(P(=N)(O)O)c([C@H](C)CC)c2c1Sc1c(S)c(NCC)c(F)c([PH2]=N)c1N2.CCCC#N.CCCC#N.CCCC#N.CCCC#N.CCCC#N.CCCC#N
- largest force on an atom (eV/Å) = 4.328

No. 3
Below is 12 unconnected molecules or ions with the total composition H24O12, with properties calculated with ωB97M-V with the def2-TZVPD basis set.

```
36
Properties=species:S:1:pos:R:3:mulliken_charge:R:1
O 0.14261 -0.23735 0.16839 -0.172
H 0.09036 -0.83226 -0.57966 0.178
H 0.98574 0.20400 0.06560 0.127
O -2.45316 2.01849 0.99067 -0.641
H -1.51433 1.98744 0.80668 0.368
H -2.73340 2.87383 0.66495 0.299
O 0.27662 -3.02540 1.59747 -0.719
H 0.10766 -2.08914 1.70287 0.348
H -0.16048 -3.25740 0.77811 0.380
O -0.98071 -3.83604 -0.45600 -0.677
H -1.51975 -3.05340 -0.57065 0.333
H -1.60648 -4.56036 -0.45486 0.288
O -2.72992 -1.10105 -0.05445 -0.633
H -2.12357 -1.02152 0.68192 0.336
H -2.88172 -0.19974 -0.33876 0.312
O 0.16045 -1.54133 -2.39930 -0.602
H 0.84764 -1.34478 -3.03598 0.255
H 0.18692 -2.49338 -2.30383 0.267
O -0.66726 0.36809 3.22747 -0.645
H -1.41334 0.87993 3.53990 0.338
H -0.49957 0.70170 2.34610 0.261
O 2.69981 1.23395 1.42742 -0.595
H 3.50068 1.36775 1.93429 0.276
H 3.00235 1.11838 0.52668 0.253
O 0.51235 2.54156 1.38202 -0.737
H 1.29005 1.99410 1.49013 0.357
H 0.19282 2.68321 2.27312 0.362
O 0.96324 3.35133 -1.01475 -0.659
H 1.45425 2.57102 -1.27214 0.271
H 0.78790 3.22768 -0.08191 0.466
O -2.31113 -0.38096 -3.17124 -0.645
H -2.90061 -1.12642 -3.28535 0.298
H -1.55238 -0.74289 -2.71345 0.365
O 3.27447 0.44632 -1.14879 -0.588
H 4.01342 0.80862 -0.65998 0.281
H 3.55846 0.46602 -2.06268 0.296
```

Summary:
- SMILES = O.O.O.O.O.O.O.O.O.O.O.O
- largest force on an atom (eV/Å) = 1.460
- energy above the lowest of the compared OMol25 structures with the same formula, charge and spin (kcal per mole) = 40.8

No. 4
Below is a single C5H6O molecule, with properties calculated with ωB97M-V with the def2-TZVPD basis set.

```
12
Properties=species:S:1:pos:R:3:mulliken_charge:R:1
C -1.97489 -0.14980 -0.13001 -0.764
C -0.80686 -0.71269 0.16753 -0.156
C 0.44650 0.04457 0.05483 0.564
C 0.58361 1.35778 0.11017 -0.744
C 1.71502 -0.72067 -0.04848 -0.009
H -2.16719 0.86246 -0.50702 0.210
H -2.91847 -0.76288 -0.08200 0.226
H -0.78695 -1.69922 0.64879 0.282
H 1.65630 1.65471 0.01274 0.274
H -0.16421 2.15594 0.12553 0.295
H 1.60446 -1.81058 -0.31359 0.303
O 2.81268 -0.21962 -0.03850 -0.480
```

Summary:
- SMILES = C=CC(=C)C=O
- largest force on an atom (eV/Å) = 2.162
- energy above the lowest of the compared OMol25 structures with the same formula, charge and spin (kcal per mole) = 35.8

no.,DFT total energy (a.u.),highest occupied orbital energy (Eh)
1,-1001.668441,-0.324
2,-4509.536617,-0.288
3,-917.260276,-0.369
4,-269.289250,-0.348